No. 1
Formula: C22H42BrCoN2OS3Si
Source: the OMol25 dataset
Level of theory: ωB97M-V/def2-TZVPD

Structure (ORCA input):
```
! wB97M-V def2-TZVPD RIJCOSX def2/J DEFGRID3
* xyz 2 5
Co 1.1886 2.2192 1.6691
C 0.0586 2.1061 3.8225
C 1.3709 2.4992 4.1276
C 2.3434 1.5313 4.3817
C 2.0124 0.1849 4.3279
C 0.7149 -0.2076 4.0121
C -0.2602 0.7461 3.7586
H -0.7159 2.8532 3.6981
H 1.6136 3.5511 4.2248
H 3.3473 1.8409 4.6399
H 2.7603 -0.5641 4.5538
H 0.4606 -1.2590 3.9802
H -1.2731 0.4432 3.5282
C -2.5493 4.8966 -1.2158
O -1.7701 4.6948 0.0027
C -0.5199 4.4208 -0.0720
S 0.4613 4.1438 -1.3701
S 0.4716 4.4858 1.3356
H -3.0144 3.9507 -1.4771
H -1.9072 5.2586 -2.0151
H -3.2966 5.6369 -0.9543
C 6.1141 -0.4337 1.8537
N 5.3266 0.7857 1.7058
C 4.0902 0.8272 1.2522
N 3.4469 -0.3009 0.9741
S 3.3595 2.3804 0.9658
H 7.1281 -0.1582 2.1244
H 6.1522 -0.9825 0.9116
H 5.7042 -1.0691 2.6400
H 5.7623 1.6766 1.8881
H 3.8694 -1.2076 1.0970
H 2.5116 -0.2512 0.5994
C -3.8527 -1.4329 -1.8194
C -2.9153 -0.3557 -1.2304
C -3.0136 0.9020 -2.1047
C -3.4270 0.0345 0.1661
Si -1.1554 -1.0718 -1.2394
Br -0.0239 0.5329 0.3005
C -0.8789 -2.6938 -0.2834
C -1.8030 -2.8052 0.9386
C 0.5581 -2.8790 0.2326
C -1.2057 -3.8514 -1.2512
C -0.1469 -0.8370 -2.8349
C 1.2160 -1.5410 -2.7640
C 0.1326 0.6348 -3.1808
C -0.9544 -1.4723 -3.9881
H -4.8524 -1.0020 -1.9186
H -3.9426 -2.3063 -1.1743
H -3.5466 -1.7687 -2.8114
H -4.0347 1.2882 -2.0408
H -2.8079 0.7099 -3.1561
H -2.3328 1.6837 -1.7566
H -4.4544 0.3936 0.0633
H -2.8399 0.8439 0.6034
H -3.4447 -0.7952 0.8668
H -1.6401 -1.9922 1.6505
H -1.5844 -3.7442 1.4537
H -2.8579 -2.8260 0.6724
H 0.8352 -2.1009 0.9477
H 1.2994 -2.9063 -0.5633
H 0.6097 -3.8373 0.7560
H -2.2243 -3.8030 -1.6382
H -1.1125 -4.7942 -0.7059
H -0.5197 -3.8990 -2.0967
H 1.8409 -1.1420 -1.9598
H 1.7459 -1.3673 -3.7035
H 1.1332 -2.6187 -2.6346
H 0.7247 1.1304 -2.4099
H -0.7709 1.2171 -3.3462
H 0.7109 0.6623 -4.1080
H -1.1642 -2.5307 -3.8251
H -0.3631 -1.3972 -4.9043
H -1.8987 -0.9617 -4.1726
*
```

Calculated values
E_HOMO (spin up / spin down)	-14.894 / -14.928	eV
gap between HOMO and LUMO (spin up / spin down)	9.26 / 6.63	eV
relative energy (zero: lowest compared OMol25 entry of this formula, charge and spin)	3.3	kcal per mole
LUMO energy (spin up / spin down)	-5.64 / -8.30	eV

Atom charges from the Löwdin analysis, given in e for atoms 1 to 2: atom 1 (Co): 0.0949, atom 2 (C): -0.1606

=====

No. 2
Formula: C22H42Cl3N2O4SiY
Source: the OMol25 dataset
Level of theory: ωB97M-V/def2-TZVPD

Structure (ORCA input):
```
! wB97M-V def2-TZVPD RIJCOSX def2/J DEFGRID3
* xyz 0 1
C -1.3059 3.6624 1.1628
C -2.0314 2.6196 0.3756
H -1.7926 4.6434 1.1038
H -0.2681 3.7415 0.8051
H -1.2952 3.3432 2.2141
C -2.9319 2.9155 -0.5788
C -3.3268 4.2951 -0.9947
H -3.5083 2.1268 -1.0684
H -2.5616 5.0510 -0.7785
H -4.2498 4.6176 -0.4903
H -3.5399 4.3338 -2.0719
Y 1.3100 -0.6040 0.5446
Cl 0.9687 -0.9881 3.0398
Cl 4.0386 -0.6666 0.0153
C -1.2356 -2.7871 0.3335
O -0.1740 -2.2948 -0.1182
N -1.9848 -3.6354 -0.3687
C -1.5752 -4.0581 -1.7083
C -3.2648 -4.1190 0.1254
H -1.5971 -2.5337 1.3468
H -0.5657 -3.6791 -1.9043
H -2.2846 -3.6713 -2.4579
H -1.5984 -5.1563 -1.7518
H -3.4725 -3.6789 1.1095
H -3.2434 -5.2146 0.2073
H -4.0694 -3.8414 -0.5702
H 0.0995 2.6496 -1.3343
H -2.0419 1.7633 -3.3711
C 0.6825 2.2692 -2.1941
C -1.0645 1.5681 -3.8520
N -0.0628 1.1808 -2.8448
H 1.6479 1.8765 -1.8452
C 0.2963 -0.1129 -2.6584
O 1.1481 -0.4723 -1.8174
H -1.1759 0.7512 -4.5833
H -0.2483 -0.8294 -3.3218
H 0.8292 3.0721 -2.9337
H -0.7263 2.4864 -4.3579
O -0.3751 0.8621 0.3944
C -1.6654 1.1738 0.7561
C -2.6418 -0.1048 -1.1892
C -2.6735 0.1699 0.1740
H -1.8111 0.2822 -1.7882
C -3.6974 -0.7868 -1.8019
H -1.7035 1.1121 1.8611
C -3.6816 -0.3706 0.9722
H -3.6724 -0.9720 -2.8804
C -4.7874 -1.1897 -1.0281
C -4.7608 -1.0069 0.3576
H -3.6158 -0.2055 2.0514
H -5.6679 -1.6233 -1.5092
H -5.5891 -1.3532 0.9774
Si 4.3276 2.1147 2.0537
Cl 2.2427 1.9253 1.4276
C 5.5094 1.9687 0.6035
C 4.4987 0.7898 3.3273
C 4.6181 3.8770 2.6393
H 5.0318 1.4894 -0.2634
H 6.3517 1.3460 0.9464
H 5.8998 2.9570 0.3152
H 4.6065 4.5605 1.7778
H 5.6265 3.9167 3.0860
H 3.8827 4.2357 3.3696
H 3.8716 -0.0884 3.1083
H 4.2145 1.1863 4.3124
H 5.5607 0.4880 3.3726
C 3.3476 -4.9717 1.0576
C 2.4306 -3.8376 1.4448
O 2.3362 -2.8261 0.4390
H 3.2495 -5.2066 -0.0031
H 3.0843 -5.8518 1.6408
H 4.3952 -4.7528 1.2785
H 1.4024 -4.1863 1.6128
H 2.7930 -3.3382 2.3531
H 3.2376 -2.4073 0.3455
*
```

Calculated values
E_HOMO	-8.341	eV
gap between HOMO and LUMO	8.75	eV
relative energy (zero: lowest compared OMol25 entry of this formula, charge and spin)	0.0	kcal per mole
LUMO energy	0.41	eV

Atom charges from the Löwdin analysis, given in e for atoms 1 to 2: atom 1 (C): -0.0459, atom 2 (C): -0.2346

=====

No. 3
Formula: C22H42CrNP3S
Source: the OMol25 dataset
Level of theory: ωB97M-V/def2-TZVPD

Structure (ORCA input):
```
! wB97M-V def2-TZVPD RIJCOSX def2/J DEFGRID3
* xyz 3 4
Cr -0.0868 0.3076 -0.0673
P 0.6212 -1.8480 0.8006
P 1.5647 0.0956 -1.8830
P -2.3927 -0.2617 0.8819
H -3.5391 2.9304 -7.3544
C -4.2044 3.3988 -6.6042
C -3.8935 4.5855 -6.0693
H -2.9750 5.0920 -6.3698
C 0.0967 -3.2506 -0.2603
C 2.4204 -2.0865 0.9780
C 0.0735 -2.3772 2.4593
C 1.5514 1.4719 -3.0656
C 3.3338 0.0998 -1.3691
C 1.4546 -1.3834 -2.9583
C -3.7501 0.8509 0.3739
C -2.5230 -0.1538 2.7017
C -3.0813 -1.9176 0.4711
H -5.1512 2.8643 -6.4228
H -4.5581 5.1256 -5.4015
H 0.4429 -4.1875 0.1973
H 0.5277 -3.1529 -1.2618
H -0.9961 -3.2732 -0.3462
H 2.5944 -2.9826 1.5865
H 2.8493 -1.2221 1.4965
H 2.9106 -2.2135 0.0075
H 0.6476 -3.2701 2.7350
H -0.9903 -2.6275 2.4808
H 0.2826 -1.5905 3.1913
H 2.4377 1.3920 -3.7197
H 1.5748 2.4344 -2.5299
H 0.6371 1.4313 -3.6752
H 3.8807 -0.6541 -1.9618
H 3.4578 -0.1277 -0.3026
H 3.7753 1.0908 -1.5655
H 2.0566 -1.2298 -3.8686
H 0.3973 -1.5061 -3.2376
H 1.8083 -2.2743 -2.4206
H -4.6590 0.5466 0.9043
H -3.9094 0.7865 -0.7057
H -3.4922 1.8839 0.6277
H -3.5749 -0.3044 2.9896
H -2.2000 0.8491 3.0171
H -1.8995 -0.9055 3.2001
H -4.1577 -1.9464 0.7053
H -2.5736 -2.7004 1.0507
H -2.9520 -2.1111 -0.6049
C -1.8412 1.8631 -2.6030
C -2.3962 0.6357 -3.0018
C -2.7860 0.4405 -4.3237
C -2.6324 1.4557 -5.2555
C -2.0170 2.6446 -4.8886
C -1.7508 2.9060 -3.5685
S -1.2114 2.2073 -1.0504
H -0.3725 -0.3136 -1.5005
H -2.5133 -0.1819 -2.2855
H -3.2218 -0.5052 -4.6211
H -3.0511 1.3385 -6.2454
H -1.8756 3.4260 -5.6265
H -1.4253 3.8958 -3.2378
C 2.4233 3.0200 3.3121
C 1.4975 2.0473 3.6975
C 0.8038 1.3297 2.7201
N 1.0091 1.5405 1.3933
C 1.8867 2.5024 1.0161
C 2.6173 3.2385 1.9428
H 2.9776 3.5792 4.0546
H 1.3132 1.8381 4.7443
H 0.0815 0.5697 3.0354
H 2.0188 2.7143 -0.0494
H 3.3259 3.9806 1.5996
*
```

Calculated values
E_HOMO (spin up / spin down)	-16.471 / -16.180	eV
gap between HOMO and LUMO (spin up / spin down)	5.34 / 4.48	eV
relative energy (zero: lowest compared OMol25 entry of this formula, charge and spin)	0.0	kcal per mole
LUMO energy (spin up / spin down)	-11.14 / -11.70	eV

Atom charges from the Löwdin analysis, given in e for atoms 1 to 2: atom 1 (Cr): 0.0876, atom 2 (P): 0.7727

=====

No. 4
Formula: C22H42F2N4O18S2
Source: the OMol25 dataset
Level of theory: ωB97M-V/def2-TZVPD

Structure (ORCA input):
```
! wB97M-V def2-TZVPD RIJCOSX def2/J DEFGRID3
* xyz 1 2
C 0.8831 -2.7807 4.8013
C 1.0718 -4.1718 4.2156
O 1.0127 -4.3111 2.9739
N 1.3802 -5.2026 5.0758
C 1.6586 -6.5648 4.5735
H 1.1455 -2.7226 5.8577
H -0.1836 -2.5740 4.7149
H 1.4593 -2.0119 4.2864
H 1.4016 -5.0140 6.0678
H 2.4522 -6.6026 3.8273
H 0.7267 -6.9593 4.1685
H 1.8931 -7.3596 5.2816
C -0.3671 2.2360 -4.1361
C -1.1112 1.3111 -3.3102
O -0.7406 0.0871 -3.2784
N -2.2190 1.7602 -2.6866
C -3.1763 0.8853 -2.0001
H -0.3356 3.2422 -3.7181
H -1.0446 2.2915 -4.9882
H 0.6451 1.9851 -4.4533
H -2.4949 2.6724 -3.0210
H -3.9668 0.5079 -2.6488
H -3.7119 1.4791 -1.2594
H -2.6337 0.1167 -1.4497
C 2.3451 1.7235 3.0337
C 3.6982 1.8082 2.3621
O 3.6824 1.9207 1.1637
N 4.7704 1.8303 3.1479
C 6.1062 1.8532 2.5740
H 2.5129 1.1689 3.9570
H 1.6312 1.0906 2.5064
H 1.8725 2.7008 3.1310
H 4.6585 1.7017 4.1434
H 6.3135 2.8904 2.3109
H 6.1775 1.2572 1.6642
H 6.8653 1.4654 3.2534
C -7.1580 2.7757 -1.7981
C -6.1534 2.7859 -0.6455
O -6.3002 1.8869 0.2360
N -5.3023 3.7513 -0.6373
C -4.3759 3.9973 0.4782
H -6.8798 3.3537 -2.6794
H -8.0837 3.1599 -1.3697
H -7.2014 1.7370 -2.1257
H -5.3507 4.5042 -1.3087
H -3.9646 2.9914 0.5618
H -4.8111 4.4152 1.3860
H -3.6056 4.6384 0.0496
C 4.5134 -0.4539 -2.0297
C 3.4539 -0.6835 -0.9234
O 4.1158 -1.7792 -0.2577
C 4.7396 -2.4985 -1.2080
O 5.2740 -3.6100 -0.9674
O 4.8032 -1.7680 -2.3924
F 2.2531 -1.0398 -1.3828
H 5.3217 0.1209 -1.5777
H 4.1735 0.0945 -2.9083
H 3.3826 0.1712 -0.2507
C -1.1195 -5.0032 -3.8436
C -0.1406 -4.9857 -5.0352
O 0.9379 -4.2630 -4.6216
C 0.7324 -4.0301 -3.2009
O 1.4765 -3.4205 -2.4460
O -0.2814 -4.6630 -2.7870
F -0.6891 -4.4057 -6.1473
H -1.5366 -6.0013 -3.7102
H -1.7922 -4.1458 -3.8236
H 0.2483 -5.9960 -5.1621
C -0.4969 3.3958 -0.4041
C -0.7598 4.8112 -1.0586
O -0.4217 5.7910 -0.0012
S -0.0214 5.0893 1.4446
O -1.3145 4.8633 2.0581
O 1.0908 5.7935 2.0558
O 0.4570 3.6932 0.5770
H 0.0177 2.7679 -1.1315
H -1.3360 3.0680 0.2095
H -1.7928 4.8757 -1.4004
H 0.0022 4.6871 -1.8280
C -1.1400 -2.3761 0.8022
C -0.1683 -1.4593 0.0344
O -0.4609 -0.1739 0.3311
S -1.5759 -0.0958 1.5885
O -2.5500 0.9649 1.4026
O -0.8595 -0.1168 2.7999
O -2.1218 -1.5890 1.3412
H -0.7567 -2.8229 1.7196
H -1.3976 -3.2715 0.2364
H -0.1850 -1.6906 -1.0306
H 0.7334 -1.5521 0.6396
*
```

Calculated values
E_HOMO (spin up / spin down)	-10.911 / -10.911	eV
gap between HOMO and LUMO (spin up / spin down)	7.02 / 2.04	eV
LUMO energy (spin up / spin down)	-3.89 / -8.87	eV

Atom charges from the Löwdin analysis, given in e for atoms 1 to 2: atom 1 (C): 0.0775, atom 2 (C): -0.3352